# 1
Below is C21H36Cl3FLiN4O9SSi as an isolated structure, with properties calculated with ωB97M-V/def2-TZVPD.

The total charge is -1. Its LUMO energy is -0.0595 hartree. Its spin multiplicity is 1.

Each line ends with the Löwdin charge.
Atoms and positions in Å:
Si1 -1.28 -3.54 1.01  0.517
H1 -4.28 -6.64 -0.11  -0.010
C1 2.79 -2.13 -0.61  -0.142
O1 -1.28 -1.56 -2.51  -0.428
H2 2.76 2.45 4.58  0.099
H3 1.29 1.64 -1.29  0.123
C2 1.44 -2.62 -0.12  -0.233
H4 -1.89 7.41 0.77  0.082
Cl1 -5.73 -7.67 -1.64  0.473
C3 4.12 -4.11 -0.41  -0.280
H5 -7.04 1.62 0.02  0.079
O2 3.89 -2.79 0.02  -0.171
C4 -0.69 1.82 -1.06  -0.534
N1 0.47 2.00 -1.77  0.002
H6 2.84 -2.30 -1.69  0.129
F1 -2.56 -3.60 1.96  -0.134
Cl2 -6.40 -5.88 0.56  0.489
H7 -2.14 1.86 -2.64  0.069
C5 -0.96 5.05 0.90  -0.044
H8 4.49 -5.95 0.75  0.061
H9 1.57 -3.66 0.20  0.094
H10 1.31 3.48 -2.94  0.066
C6 4.91 0.45 2.08  -0.103
C7 3.60 0.05 2.35  -0.081
O3 0.78 6.60 -1.83  -0.009
C8 2.83 0.77 3.25  -0.070
H11 -0.90 -1.21 1.66  0.095
C9 -6.47 1.96 -0.84  -0.055
H12 0.75 -2.57 -0.98  0.125
O4 -0.64 1.28 0.03  0.031
C10 3.36 1.89 3.88  -0.094
C11 -5.16 -6.30 -0.64  -1.551
H13 -0.40 8.14 0.13  0.086
H14 4.15 -4.41 1.70  0.050
H15 5.08 3.16 4.10  0.095
H16 -2.79 2.16 -1.04  0.024
H17 1.82 0.46 3.46  0.111
H18 -6.14 1.10 -1.42  0.095
H19 -0.83 -1.39 -0.07  0.038
O5 -3.52 -2.49 -2.58  -0.475
C12 0.39 5.81 -0.99  -0.362
N2 -4.33 3.21 -0.04  0.146
O6 -1.70 -6.56 -0.83  0.100
H20 2.88 -5.30 0.95  0.084
H21 -0.31 2.96 -3.46  0.075
H22 -2.03 4.84 0.79  0.077
C13 -1.61 -5.40 -0.70  -0.456
C14 3.91 -5.02 0.81  -0.109
H23 5.50 -0.11 1.37  0.092
H24 -0.77 5.40 1.92  0.084
H25 -1.65 7.58 -0.98  0.090
H26 6.46 1.88 2.50  0.093
H27 1.10 1.93 -3.77  0.078
O7 -3.19 -0.07 -2.53  -0.422
C15 -1.16 7.37 -0.03  -0.051
H28 -0.41 4.13 0.73  0.078
C16 -5.30 2.71 -0.40  -0.251
N3 -0.54 6.06 -0.06  -0.190
H29 5.11 -4.22 -0.84  0.113
H30 0.78 4.78 -0.92  0.122
Cl3 -4.72 -4.93 -1.62  0.644
C17 5.44 1.57 2.71  -0.112
C18 0.64 2.62 -3.06  -0.089
N4 -1.61 -4.19 -0.59  0.114
S1 -2.69 -1.37 -2.06  0.203
H31 -1.85 3.44 -1.83  0.076
H32 -7.10 2.59 -1.46  0.075
H33 -0.30 -4.48 1.62  0.006
C19 -1.95 2.35 -1.69  -0.038
O8 -2.72 -1.40 -0.57  -0.445
H34 2.92 -1.06 -0.46  0.126
C20 -0.50 -1.83 0.87  -0.258
C21 4.67 2.29 3.61  -0.107
Li1 6.00 -5.03 2.10  0.784
O9 0.94 -1.87 0.95  -0.197
H35 3.18 -0.81 1.85  0.079
H36 3.36 -4.39 -1.14  0.130

# 2
Below is a 4-piece molecular cluster, C21H36ClNO8PS overall, with properties calculated with ωB97M-V/def2-TZVPD.

The total charge is 0. Its LUMO energy (spin up / spin down) is 0.0062 / -0.0048 hartree. Its spin multiplicity is 2.

Each line ends with the Löwdin charge.
Atoms and positions in Å:
H1 -0.12 -5.38 -0.89  0.127
C1 -5.72 -1.29 0.91  -0.157
C2 2.47 4.36 2.93  -0.037
O1 -1.58 -4.35 0.14  0.036
H2 -1.97 -4.07 -2.76  0.133
H3 -0.74 1.44 4.06  0.033
H4 0.52 3.34 1.75  0.111
H5 1.58 4.32 3.58  0.080
C3 3.12 0.61 2.57  -0.453
H6 3.06 -0.36 4.58  0.088
C4 4.68 0.33 2.42  -0.019
H7 0.71 -0.18 -1.13  -0.105
C5 1.37 2.77 1.31  -0.172
H8 2.81 3.43 -6.96  0.125
H9 -1.74 -6.47 -2.37  0.117
H10 -4.72 -3.21 0.71  0.101
P1 -0.42 0.61 2.08  0.628
H11 -7.30 -0.49 -0.36  0.123
O2 2.81 3.11 -2.75  0.103
C6 1.57 2.03 -5.85  -0.161
H12 2.08 -0.69 1.10  0.119
N1 2.97 1.98 3.15  -0.099
O3 -2.86 -2.61 -0.47  0.078
H13 1.36 4.16 -6.23  0.127
H14 2.31 1.27 -6.11  0.120
H15 4.89 -0.29 1.53  0.089
S1 0.62 1.14 -0.76  0.694
C7 2.42 2.99 -3.87  -0.491
C8 -6.66 -1.37 -0.27  -0.155
C9 1.35 2.04 -4.34  -0.094
C10 -2.60 -4.49 -1.97  -0.073
C11 2.14 3.41 -6.10  -0.161
H16 4.87 3.16 1.54  0.078
H17 3.42 4.56 3.47  0.093
H18 4.98 -0.25 3.32  0.078
O4 2.88 3.73 -4.91  0.030
H19 2.34 5.17 2.18  0.087
O5 2.05 1.94 4.07  -0.028
Cl1 -2.04 0.34 0.75  0.183
H20 5.28 1.26 2.44  0.066
C12 -2.40 -3.69 -0.71  -0.484
H21 -2.98 -6.42 -1.11  0.122
O6 -0.84 1.83 3.19  -0.345
H22 3.06 0.60 0.40  0.102
C13 -5.54 -2.76 1.27  -0.075
H23 1.49 1.05 -3.91  0.115
H24 -4.79 -0.77 0.70  0.077
H25 3.68 2.69 0.21  0.081
H26 1.53 -0.51 3.68  0.039
H27 0.37 2.44 -4.08  0.133
O7 -7.26 -4.45 1.12  0.113
C14 3.86 3.29 1.12  -0.017
H28 -6.22 -0.77 1.74  0.121
O8 -7.48 -2.53 -0.04  0.026
C15 1.05 1.25 1.05  -0.831
H29 0.67 1.82 -6.43  0.117
C16 2.62 -0.50 3.57  -0.070
C17 -1.12 -5.56 -0.48  -0.157
H30 -3.64 -4.48 -2.28  0.128
H31 -1.05 -6.35 0.27  0.127
C18 -2.14 -5.87 -1.55  -0.158
H32 -6.12 -1.51 -1.22  0.126
C19 2.69 3.01 2.13  -0.461
C20 2.35 0.39 1.23  -0.196
C21 -6.84 -3.37 0.82  -0.487
H33 3.76 4.35 0.79  0.091
H34 1.54 3.23 0.31  0.096
H35 -5.39 -2.90 2.34  0.131
H36 2.94 -1.50 3.22  0.095

| no. | electronic energy (Eh) |
| --- | --- |
| 1 | -3893.63974 |
| 2 | -2678.14613 |